# 1
The following is a quantum chemistry calculation of a structure of composition C22H34N2O5P2Tc, from OMol25.

Last column: Mulliken charge in e.
CARTESIAN COORDINATES (ANGSTROEM)
Tc  0.26  0.78  -0.35  -0.1831
P  -1.80  1.48  0.82  1.6607
P  0.56  -0.43  -2.30  1.7004
N  0.33  2.34  -1.25  -0.3699
H  -2.34  -1.76  1.71  0.0718
C  -1.39  2.15  2.46  -1.3409
H  -2.25  2.04  3.13  0.3603
H  -1.17  3.22  2.31  0.3962
H  -0.51  1.65  2.88  0.2505
C  -3.35  0.58  1.12  -1.3715
H  -4.04  1.25  1.65  0.4570
H  -3.31  -0.34  1.69  0.2584
H  -3.83  0.37  0.16  0.3744
C  -2.62  2.93  0.08  -1.3017
H  -3.52  3.16  0.69  0.5410
H  -2.92  2.68  -0.94  0.2840
H  -1.93  3.78  0.10  0.3845
C  2.32  -0.18  -2.65  -1.5157
H  2.50  -0.25  -3.73  0.4564
H  2.93  -0.91  -2.10  0.3643
H  2.63  0.82  -2.30  0.3452
C  0.26  -2.20  -2.30  -1.2519
H  1.09  -2.72  -2.77  0.4193
H  -0.66  -2.40  -2.84  0.4305
H  0.14  -2.54  -1.28  0.0855
C  -0.22  0.13  -3.83  -1.2710
H  0.39  -0.19  -4.69  0.4781
H  -0.32  1.22  -3.86  0.2855
H  -1.22  -0.30  -3.91  0.3458
C  0.06  3.45  -1.94  -0.2101
C  0.48  5.80  -2.40  -0.4434
C  0.81  4.65  -1.71  -0.4372
C  -1.03  3.48  -2.86  0.5180
C  -1.34  4.66  -3.54  -1.0178
C  -0.57  5.81  -3.33  -0.4451
H  1.07  6.70  -2.21  0.3582
H  1.60  4.58  -0.97  0.4099
H  -1.64  2.58  -2.97  0.4693
H  -2.17  4.65  -4.24  0.3558
H  -0.83  6.75  -3.86  0.3434
C  -1.27  -1.87  1.70  0.1552
O  -0.48  -1.11  0.85  0.2693
C  -1.02  -1.68  3.21  -0.9132
H  -0.77  -2.66  3.66  0.3670
H  -1.93  -1.29  3.72  0.1578
H  -0.22  -0.97  3.39  0.2107
C  -1.37  -3.35  1.36  -1.5413
H  -0.42  -3.89  1.45  0.1486
H  -1.78  -3.55  0.36  0.3202
H  -2.08  -3.75  2.11  0.4701
O  1.55  0.51  2.85  -0.6499
C  1.96  -0.07  1.84  0.3365
O  1.94  0.47  0.61  -0.8563
C  2.50  -1.46  1.90  0.1570
C  2.81  -2.17  0.73  -0.0637
C  2.91  -3.55  0.74  -0.2619
C  2.75  -4.23  1.97  -0.1776
C  2.69  -3.52  3.19  -0.5235
C  2.57  -2.14  3.14  -0.3343
N  2.23  -5.56  1.93  0.9873
O  2.01  -6.06  0.80  -0.5818
O  1.97  -6.15  2.99  -0.5933
H  2.90  -1.64  -0.21  0.3739
H  3.00  -4.13  -0.18  0.4387
H  2.64  -4.07  4.13  0.4380
H  2.46  -1.57  4.06  0.4213

Computed properties:
ΔE to the lowest compared entry with this formula, charge and spin (kcal/mol): 0.00
Net charge: 0
Gap between HOMO and LUMO (spin up / spin down) (eV): 5.87 / 6.98
Spin multiplicity: 4
Highest occupied orbital energy (spin up / spin down) (eV): -6.867 / -7.950

# 2
The following is a quantum chemistry calculation of a structure of composition C22H34N2O5P2W, from OMol25.

Last column: Mulliken charge in e.
CARTESIAN COORDINATES (ANGSTROEM)
W  -0.72  -0.65  -2.49  0.5698
P  1.50  -0.13  -2.63  1.0111
P  -1.33  0.97  -1.02  0.7524
N  -1.41  -0.37  -4.08  -0.4504
H  2.97  0.80  1.88  0.3635
C  2.55  -1.50  -2.08  -1.1729
H  3.60  -1.22  -2.27  0.4382
H  2.32  -2.41  -2.64  0.4266
H  2.42  -1.68  -1.01  0.1768
C  2.24  1.30  -1.77  -0.8922
H  3.33  1.27  -1.94  0.4667
H  2.05  1.26  -0.69  0.0237
H  1.85  2.24  -2.19  0.3710
C  1.99  0.22  -4.35  -1.3308
H  3.09  0.10  -4.45  0.4198
H  1.73  1.26  -4.61  0.3780
H  1.50  -0.45  -5.05  0.3801
C  -1.88  -0.62  -0.25  -0.9544
H  -2.93  -0.46  -0.02  0.5242
H  -1.32  -0.86  0.66  0.3134
H  -1.79  -1.51  -0.96  0.2669
C  -0.72  2.02  0.31  -0.8484
H  -1.53  2.18  1.04  0.4378
H  -0.43  2.99  -0.12  0.4535
H  0.14  1.57  0.82  -0.0979
C  -2.82  1.75  -1.71  -1.2793
H  -3.67  1.63  -1.02  0.4281
H  -3.06  1.32  -2.69  0.3647
H  -2.60  2.82  -1.85  0.3915
C  -1.84  -0.03  -5.33  0.2979
C  -2.70  -0.65  -7.51  -0.6069
C  -2.28  -1.02  -6.23  -0.3184
C  -1.81  1.34  -5.72  0.2354
C  -2.23  1.70  -6.99  -0.7114
C  -2.69  0.70  -7.88  -0.3786
H  -3.02  -1.42  -8.21  0.3974
H  -2.25  -2.06  -5.90  0.3678
H  -1.42  2.07  -5.01  0.3855
H  -2.20  2.75  -7.29  0.3868
H  -3.03  0.99  -8.88  0.3933
C  1.92  -0.51  2.53  1.0033
O  2.12  0.47  1.59  -0.3906
C  2.42  -1.88  2.08  -1.5132
H  2.22  -2.64  2.86  0.3810
H  3.50  -1.88  1.85  0.4078
H  1.85  -2.18  1.19  0.2329
C  2.35  -0.04  3.93  -1.5859
H  2.22  -0.87  4.65  0.3343
H  1.71  0.80  4.23  0.3677
H  3.41  0.28  3.95  0.5967
O  -0.56  -2.65  2.71  -0.5401
C  -0.25  -1.59  3.21  0.2823
O  0.40  -0.58  2.50  0.0621
C  -0.50  -1.17  4.62  0.3237
C  -1.12  0.06  4.88  -0.5350
C  -1.12  0.54  6.17  -0.3337
C  -0.43  -0.17  7.17  -0.0990
C  0.00  -1.50  6.95  -0.3867
C  -0.06  -2.01  5.66  -0.5703
N  0.12  0.55  8.26  0.9098
O  -0.17  1.77  8.38  -0.5469
O  0.89  -0.04  9.05  -0.5435
H  -1.61  0.60  4.07  0.3749
H  -1.57  1.51  6.41  0.4568
H  0.42  -2.06  7.77  0.4810
H  0.23  -3.03  5.45  0.4502

Computed properties:
Net charge: +2
Gap between HOMO and LUMO (eV): 5.88
Highest occupied orbital energy (eV): -14.163